Record 1
C11H27N4O4S2 | ωB97M-V/def2-TZVPD

Positions of all 48 atoms, in Å:
C: 5.385 -2.459 1.991
C: 4.806 -2.560 0.459
O: 4.833 -1.307 -0.307
C: 4.109 -0.216 0.357
C: 2.543 -0.624 0.785
O: 1.691 0.571 0.767
C: 0.365 0.347 1.352
C: -0.089 -1.219 1.504
N: -0.457 -1.909 0.209
C: -0.767 -3.307 0.698
N: -1.114 -4.287 -0.201
N: -0.586 -3.423 2.225
N: -0.182 -2.158 2.686
H: 4.934 -1.595 2.638
H: 6.555 -2.466 1.943
H: 5.061 -3.472 2.533
H: 5.537 -3.310 -0.114
H: 3.749 -3.115 0.442
H: 4.119 0.700 -0.404
H: 4.716 0.184 1.305
H: 2.665 -1.119 1.862
H: 2.217 -1.419 -0.038
H: 0.193 0.925 2.382
H: -0.418 0.848 0.604
H: -0.340 -4.625 -0.845
H: -2.025 -4.791 -0.254
H: -0.704 -4.275 2.821
H: 0.048 -1.851 3.657
C: -4.045 -0.166 0.596
S: -3.386 1.270 -0.285
O: -2.524 2.033 0.677
C: -4.962 2.148 -0.416
H: -3.219 -0.844 0.821
H: -4.517 0.152 1.529
H: -4.773 -0.680 -0.036
H: -5.377 2.322 0.579
H: -5.660 1.558 -1.016
H: -4.786 3.107 -0.909
C: -1.297 5.372 -2.774
S: -1.630 4.367 -4.241
O: -3.120 4.269 -4.391
C: -1.051 2.807 -3.534
H: -1.620 6.396 -2.974
H: -1.849 4.978 -1.918
H: -0.225 5.367 -2.564
H: -1.619 2.572 -2.630
H: 0.013 2.886 -3.299
H: -1.200 2.014 -4.271

Results
frontier orbital gap = 5.856 eV
charge = +1
total energy = -47650.4216 eV

Table of natural (NBO) atomic charges, one value per atom, all in e: -0.67, -0.09, -0.54, -0.09, -0.13, -0.52, -0.14, 0.44, -0.41, 0.59, -0.88, -0.38, -0.37, 0.21, 0.24, 0.22, 0.22, 0.15, 0.23, 0.18, 0.18, 0.20, 0.23, 0.29, 0.45, 0.45, 0.47, 0.47, -0.83, 1.24, -1.00, -0.82, 0.22, 0.24, 0.24, 0.24, 0.24, 0.26, -0.83, 1.24, -0.98, -0.83, 0.25, 0.23, 0.23, 0.22, 0.23, 0.24

Record 2
C6H11O2Rb | ωB97M-V/def2-TZVPD

Positions of all 20 atoms, in Å:
O: -0.309 0.687 2.958
C: -0.977 0.912 1.973
C: -1.783 -0.118 1.240
C: -3.101 0.409 0.751
C: -4.287 -0.123 1.050
H: -0.996 1.937 1.536
H: -1.896 -1.013 1.867
H: -1.156 -0.396 0.358
H: -3.057 1.289 0.099
H: -4.371 -1.008 1.688
H: -5.215 0.320 0.682
C: 3.869 -0.058 -0.915
C: 2.813 0.341 -1.949
O: 1.911 -0.714 -1.994
Rb: 0.912 -3.647 -2.836
H: 4.357 0.819 -0.463
H: 3.149 -0.683 -0.227
H: 4.534 -0.823 -1.346
H: 3.323 0.620 -2.897
H: 2.280 1.249 -1.575

Results
frontier orbital gap (alpha / beta) = 2.935 / 6.083 eV
charge = -1
total energy = -11147.9308 eV
multiplicity = 2

Table of natural (NBO) atomic charges, one value per atom, all in e: -0.52, 0.46, -0.57, -0.16, -0.40, 0.10, 0.23, 0.28, 0.20, 0.19, 0.20, -0.67, -0.05, -1.07, 0.04, 0.17, 0.22, 0.18, 0.09, 0.09

Calculated values (eV Å⁻¹) of max |F| for the records, taken in order: 8.5, 2.3.